[1]
Computed, not measured: C9H27F6HfN12O30S6 as an isolated structure in a non-equilibrium geometry, with ωB97M-V/def2-TZVPD.

Each line ends with the Löwdin charge.
Element x y z (Å)
Hf1 2.471 -1.376 1.157  2.281
N1 0.787 -0.112 0.363  -0.364
S1 -0.784 -0.049 0.025  0.508
O1 -1.125 -0.151 -1.394  -0.214
O2 -1.733 0.673 0.878  -0.206
F1 -1.042 -1.588 0.465  -0.198
S2 0.787 1.484 -0.243  0.600
O3 0.407 2.499 0.701  -0.186
O4 0.802 1.685 -1.710  -0.214
F2 2.389 1.375 -0.037  -0.248
N2 4.570 -0.716 1.298  -0.428
S3 5.534 0.289 0.199  0.619
O5 6.715 -0.184 -0.523  -0.168
O6 5.456 1.716 0.296  -0.187
F3 4.354 -0.004 -0.875  -0.241
S4 5.887 -0.653 2.242  0.518
O7 5.960 0.546 3.085  -0.190
O8 7.081 -1.399 1.851  -0.183
F4 5.222 -1.680 3.283  -0.194
N3 -0.861 -4.206 3.750  -0.210
S5 -0.506 -2.484 3.484  0.745
O9 -1.604 -1.500 3.606  -0.252
O10 0.603 -2.176 2.554  -0.457
F5 0.266 -2.195 4.926  -0.192
S6 -2.266 -4.177 3.263  0.387
O11 -2.520 -3.594 1.950  -0.325
O12 -3.297 -4.103 4.253  -0.234
F6 -2.321 -5.713 2.869  -0.177
C1 3.539 3.712 2.295  0.073
N4 3.505 2.449 3.076  -0.393
O13 4.118 2.443 4.131  0.110
O14 2.971 1.449 2.610  -0.058
H1 2.523 3.972 1.998  0.095
H2 4.099 3.468 1.392  0.087
H3 3.962 4.525 2.885  0.114
C2 -5.387 -0.117 0.009  0.035
N5 -5.222 0.468 -1.309  -0.450
O15 -5.521 -0.208 -2.244  0.088
O16 -4.673 1.591 -1.322  0.034
H4 -4.571 0.263 0.624  0.085
H5 -5.644 -1.171 -0.100  0.097
H6 -6.323 0.300 0.381  0.113
C3 -3.129 3.592 1.515  0.047
N6 -4.032 3.187 2.648  -0.439
O17 -4.777 2.247 2.397  0.054
O18 -3.852 3.738 3.689  0.088
H7 -2.438 4.399 1.756  0.099
H8 -3.720 3.792 0.622  0.102
H9 -2.479 2.754 1.265  0.053
C4 0.598 -5.221 -1.130  0.086
N7 0.697 -4.383 0.035  -0.351
O19 1.246 -3.281 0.108  -0.120
O20 0.224 -4.841 1.048  0.156
H10 -0.478 -5.335 -1.266  0.113
H11 1.066 -6.166 -0.852  0.136
H12 1.038 -4.628 -1.931  0.095
C5 1.909 -0.690 -3.763  0.098
N8 2.159 -1.748 -2.731  -0.290
O21 2.385 -2.911 -3.096  0.118
O22 2.230 -1.434 -1.494  -0.133
H13 2.886 -0.230 -3.913  0.119
H14 1.186 0.017 -3.357  0.072
H15 1.505 -1.151 -4.664  0.120
C6 -1.891 0.371 -4.988  0.052
N9 -1.719 1.827 -4.889  -0.457
O23 -2.686 2.519 -5.179  0.075
O24 -0.638 2.285 -4.684  0.059
H16 -1.303 -0.039 -4.167  0.071
H17 -1.523 0.046 -5.962  0.113
H18 -2.956 0.237 -4.797  0.105
C7 -1.344 1.605 4.626  0.090
N10 -0.024 1.694 3.855  -0.390
O25 0.429 2.799 3.614  0.073
O26 0.349 0.643 3.395  -0.006
H19 -1.459 2.591 5.076  0.101
H20 -1.204 0.786 5.332  0.101
H21 -2.146 1.335 3.940  0.092
C8 2.398 4.602 -3.437  0.058
N11 2.499 3.573 -4.555  -0.401
O27 2.375 2.444 -4.114  0.009
O28 2.565 3.868 -5.746  0.086
H22 2.442 4.134 -2.454  0.079
H23 1.437 5.109 -3.524  0.104
H24 3.171 5.365 -3.529  0.096
C9 -3.498 -3.913 -1.138  0.079
N12 -2.648 -3.072 -2.025  -0.419
O29 -1.434 -3.208 -1.770  -0.021
O30 -3.171 -2.487 -2.920  0.119
H25 -3.752 -4.779 -1.750  0.116
H26 -4.313 -3.233 -0.890  0.102
H27 -2.787 -4.160 -0.350  0.071

## Properties
E = -6308.204323 hartree
Net charge = +1
Frontier orbital gap = 4.87 eV
E_LUMO = -7.82 eV
ΔE to the lowest compared entry with this formula, charge and spin = 0.470 eV
Strongest force on any atom = 0.2266 hartree/bohr

[2]
Computed, not measured: C9H27FNa2O12P3 as an isolated structure in a non-equilibrium geometry, with ωB97M-V/def2-TZVPD.

Each line ends with the Löwdin charge.
Element x y z (Å)
Na1 1.962 0.585 1.517  0.596
Na2 3.372 -0.897 -2.409  0.802
F1 1.913 0.069 -0.885  -0.606
C1 1.074 -3.047 0.473  -0.076
O1 1.202 -3.098 1.910  -0.215
P1 2.623 -2.673 2.503  0.399
O2 3.114 -1.339 2.113  -0.252
O3 2.359 -2.883 4.054  -0.209
C2 3.196 -2.235 5.048  -0.047
O4 3.627 -3.853 2.099  -0.211
C3 3.240 -5.210 2.340  -0.082
H1 0.283 -3.736 0.193  0.095
H2 1.993 -3.422 0.013  0.086
H3 0.864 -2.025 0.170  0.059
H4 4.007 -1.709 4.554  0.085
H5 3.507 -3.013 5.739  0.094
H6 2.554 -1.561 5.613  0.092
H7 2.170 -5.285 2.521  0.089
H8 3.843 -5.631 3.142  0.096
H9 3.469 -5.822 1.466  0.093
C4 -1.471 6.005 -2.435  -0.098
O5 -0.608 6.052 -3.570  -0.187
P2 0.137 4.709 -3.978  0.382
O6 0.928 4.787 -5.212  -0.220
O7 0.981 4.304 -2.672  -0.217
C5 1.429 2.948 -2.539  -0.092
O8 -0.999 3.563 -4.026  -0.241
C6 -1.872 3.576 -5.149  -0.105
H10 -0.985 5.714 -1.504  0.088
H11 -2.320 5.336 -2.585  0.085
H12 -1.871 7.006 -2.293  0.094
H13 0.625 2.329 -2.138  0.062
H14 2.228 2.956 -1.803  0.085
H15 1.733 2.582 -3.520  0.090
H16 -1.745 4.453 -5.788  0.092
H17 -2.921 3.609 -4.842  0.089
H18 -1.708 2.684 -5.752  0.091
C7 -3.136 -1.214 3.420  -0.095
O9 -2.967 -0.297 2.350  -0.198
P3 -1.837 -0.563 1.251  0.409
O10 -0.480 -0.189 1.693  -0.228
O11 -2.004 -2.093 0.812  -0.229
C8 -3.257 -2.684 0.463  -0.079
O12 -2.393 0.224 -0.001  -0.198
C9 -1.541 0.826 -0.989  -0.068
H19 -2.185 -1.665 3.729  0.095
H20 -3.821 -2.034 3.208  0.087
H21 -3.457 -0.661 4.300  0.097
H22 -3.393 -3.551 1.108  0.095
H23 -3.252 -2.906 -0.602  0.095
H24 -4.103 -2.017 0.653  0.093
H25 -0.494 0.679 -0.735  0.051
H26 -1.816 1.880 -1.050  0.092
H27 -1.797 0.437 -1.974  0.096

## Properties
E = -2710.721224 hartree
Net charge = +1
Frontier orbital gap = 8.65 eV
E_LUMO = -3.67 eV
ΔE to the lowest compared entry with this formula, charge and spin = 1.295 eV
Strongest force on any atom = 0.0282 hartree/bohr

[3]
Computed, not measured: C9H28AgO9 as an isolated structure in a non-equilibrium geometry, with ωB97M-V/def2-TZVPD.

Each line ends with the Löwdin charge.
Element x y z (Å)
Ag1 -7.022 41.869 -10.589  1.252
C1 -10.098 42.220 -11.348  -0.100
O1 -9.370 41.517 -10.335  -0.149
H1 -9.380 42.573 -12.088  0.050
H2 -10.670 41.452 -11.868  0.099
H3 -10.743 43.016 -10.974  0.109
H4 -10.026 40.929 -9.953  0.115
C2 -8.709 41.269 -14.555  -0.233
C3 -7.370 40.514 -14.418  -0.143
O2 -6.814 40.440 -13.017  -0.142
O3 -9.278 40.850 -15.810  -0.027
H5 -8.509 42.339 -14.496  0.105
H6 -9.339 41.046 -13.693  0.091
H7 -6.629 41.039 -15.021  0.123
H8 -7.526 39.492 -14.765  0.131
H9 -5.913 40.142 -13.157  0.075
H10 -10.224 41.010 -15.768  0.098
C4 -5.329 43.322 -8.534  -0.216
C5 -4.214 43.375 -9.629  -0.164
O4 -4.553 42.515 -10.743  -0.087
O5 -6.593 43.739 -9.016  -0.098
H11 -5.004 44.023 -7.766  0.140
H12 -5.335 42.401 -7.952  0.100
H13 -3.340 43.057 -9.061  0.137
H14 -4.134 44.421 -9.924  0.115
H15 -3.941 42.603 -11.477  0.115
H16 -6.932 44.543 -8.615  0.123
C6 -5.628 45.664 -12.508  -0.254
C7 -6.575 44.548 -13.070  -0.137
O6 -7.219 43.975 -11.926  -0.105
O7 -6.278 46.841 -12.238  -0.019
H17 -4.956 45.857 -13.344  0.132
H18 -5.109 45.359 -11.599  0.102
H19 -6.103 43.795 -13.701  0.130
H20 -7.319 45.065 -13.677  0.143
H21 -7.572 44.718 -11.432  0.105
H22 -5.688 47.409 -11.738  0.113
C8 -5.899 39.644 -8.190  -0.170
C9 -6.474 39.885 -6.794  -0.245
O8 -7.473 38.964 -6.384  -0.019
O9 -6.824 39.914 -9.302  -0.108
H23 -5.563 38.609 -8.250  0.137
H24 -4.972 40.203 -8.317  0.114
H25 -6.922 40.873 -6.896  0.113
H26 -5.712 40.070 -6.037  0.137
H27 -6.965 38.184 -6.148  0.100
H28 -7.353 39.119 -9.394  0.114

## Properties
E = -1183.044926 hartree
Net charge = +2
Frontier orbital gap (spin up / spin down) = 9.21 / 3.59 eV
E_LUMO (spin up / spin down) = -6.59 / -12.21 eV
⟨S²⟩ = 0.753
Strongest force on any atom = 0.0488 hartree/bohr
Multiplicity = 2

[4]
Computed, not measured: a 6-piece molecular cluster, C9H28IN6O5 overall in a non-equilibrium geometry, with ωB97M-V/def2-TZVPD.

Each line ends with the Löwdin charge.
Element x y z (Å)
I1 2.663 0.367 -0.957  -0.987
C1 -1.116 -3.867 4.836  -0.049
C2 -0.850 -2.662 3.927  -0.476
C3 -1.028 -1.321 4.638  -0.088
O1 0.525 -2.568 3.560  -0.060
H1 -1.043 -4.857 4.386  0.074
H2 -2.097 -3.807 5.308  0.071
H3 -0.372 -3.777 5.627  0.079
H4 -1.551 -2.564 3.099  0.130
H5 -1.985 -1.350 5.159  0.064
H6 -1.068 -0.453 3.980  0.079
H7 -0.375 -1.103 5.483  0.081
H8 0.656 -1.833 2.956  0.090
C4 -3.640 1.042 -0.914  -0.051
C5 -3.226 2.516 -0.833  -0.555
C6 -4.350 3.484 -1.129  -0.066
O2 -2.524 2.689 0.326  -0.024
H9 -4.218 0.997 -1.837  0.068
H10 -4.276 0.786 -0.066  0.081
H11 -2.829 0.329 -1.063  0.080
H12 -2.582 2.723 -1.688  0.131
H13 -4.078 4.531 -0.993  0.078
H14 -5.215 3.216 -0.522  0.073
H15 -4.827 3.405 -2.106  0.075
H16 -1.631 2.380 0.160  0.105
C7 1.781 4.803 4.514  -0.846
O3 2.290 4.085 5.356  0.035
N1 1.868 4.554 3.243  0.152
N2 1.211 5.890 4.663  0.169
H17 1.983 3.613 2.893  0.125
H18 1.901 5.279 2.540  0.109
H19 0.811 6.372 3.871  0.124
H20 0.985 6.190 5.600  0.131
C8 6.129 -0.028 -7.115  -0.773
O4 5.763 -1.201 -7.340  0.001
N3 7.154 0.651 -7.584  0.140
N4 5.726 0.599 -6.111  0.159
H21 7.457 1.422 -7.005  0.100
H22 7.866 0.129 -8.075  0.113
H23 6.161 1.440 -5.761  0.118
H24 4.984 0.276 -5.508  0.141
C9 -1.737 -5.496 -1.937  -0.768
O5 -2.251 -5.732 -0.853  0.028
N5 -0.845 -4.543 -2.264  0.148
N6 -2.050 -6.150 -2.993  0.146
H25 -0.465 -4.003 -1.499  0.115
H26 -1.005 -4.020 -3.113  0.102
H27 -1.859 -5.635 -3.841  0.106
H28 -2.824 -6.797 -3.020  0.121

## Properties
E = -1362.218315 hartree
Net charge = -1
Frontier orbital gap = 6.30 eV
E_LUMO = 2.42 eV
ΔE to the lowest compared entry with this formula, charge and spin = 5.442 eV
Strongest force on any atom = 0.1869 hartree/bohr

[5]
Computed, not measured: C9H28KNO8 as an isolated structure in a non-equilibrium geometry, with ωB97M-V/def2-TZVPD.

Each line ends with the Löwdin charge.
Element x y z (Å)
K1 -5.576 3.911 -7.389  0.995
N1 -0.787 1.388 -3.080  -0.737
O1 -0.754 2.078 -2.103  -0.066
O2 -0.105 0.358 -3.146  -0.087
O3 -1.626 1.637 -3.912  -0.105
O4 0.429 4.362 2.814  -0.056
H1 0.037 5.226 2.686  0.024
H2 0.328 3.926 1.967  0.033
O5 -1.372 -4.520 -7.090  -0.059
H3 -1.551 -4.041 -6.281  0.032
H4 -0.424 -4.648 -7.090  0.028
C1 2.049 -4.132 2.274  -0.089
C2 0.645 -3.631 2.379  -0.465
C3 0.571 -2.088 2.788  -0.040
O6 0.016 -3.796 1.115  -0.066
H5 2.683 -3.644 1.534  0.079
H6 2.289 -5.148 1.961  0.076
H7 2.649 -4.003 3.175  0.076
H8 0.029 -4.220 3.058  0.132
H9 1.273 -1.446 2.256  0.072
H10 0.799 -2.109 3.854  0.068
H11 -0.379 -1.623 2.526  0.072
H12 0.574 -3.354 0.471  0.086
C4 -6.580 1.237 1.882  -0.068
C5 -7.012 0.438 0.658  -0.518
C6 -8.478 0.048 0.823  -0.056
O7 -6.747 1.288 -0.424  -0.061
H13 -7.118 2.182 1.944  0.087
H14 -5.498 1.334 1.967  0.082
H15 -6.867 0.603 2.721  0.072
H16 -6.438 -0.473 0.491  0.135
H17 -9.086 0.937 0.994  0.081
H18 -8.502 -0.597 1.702  0.079
H19 -8.811 -0.477 -0.072  0.077
H20 -5.844 1.611 -0.384  0.090
C7 7.505 2.937 -0.485  -0.075
C8 6.515 1.808 -0.343  -0.565
C9 6.903 0.780 -1.302  -0.078
O8 6.702 1.384 0.941  -0.027
H21 7.201 3.816 0.082  0.082
H22 7.650 3.229 -1.525  0.075
H23 8.505 2.680 -0.136  0.082
H24 5.504 2.155 -0.553  0.155
H25 7.862 0.318 -1.070  0.088
H26 7.120 1.226 -2.272  0.084
H27 6.121 0.021 -1.331  0.093
H28 7.596 1.035 0.924  0.087

## Properties
E = -1616.056248 hartree
Net charge = 0
Frontier orbital gap = 3.35 eV
E_LUMO = -2.72 eV
ΔE to the lowest compared entry with this formula, charge and spin = 3.883 eV
Strongest force on any atom = 0.0824 hartree/bohr

[6]
Computed, not measured: C9H28O6V as an isolated structure in a non-equilibrium geometry, with ωB97M-V/def2-TZVPD.

Each line ends with the Löwdin charge.
Element x y z (Å)
V1 -0.062 -0.206 0.003  0.830
C1 -2.121 -2.922 0.978  -0.313
O1 -1.250 -1.950 0.535  -0.436
H1 -1.683 -3.934 0.919  0.056
H2 -2.406 -2.785 2.043  0.059
H3 -3.060 -2.930 0.396  0.057
O2 0.770 1.637 -0.248  -0.421
H4 1.555 1.861 -0.754  -0.071
C2 3.682 -1.576 1.722  -0.070
C3 2.581 -0.562 1.961  -0.271
O3 1.314 -1.046 1.517  -0.143
H5 4.650 -1.109 1.543  0.076
H6 3.439 -2.176 0.845  0.075
H7 3.781 -2.244 2.581  0.074
H8 2.725 0.369 1.406  0.107
H9 2.493 -0.247 3.004  0.119
H10 1.149 -1.910 1.909  0.113
C4 -1.998 2.118 3.328  -0.081
C5 -2.362 1.438 2.022  -0.264
O4 -1.425 0.390 1.711  -0.153
H11 -0.982 2.505 3.290  0.078
H12 -2.113 1.460 4.188  0.073
H13 -2.683 2.960 3.488  0.075
H14 -2.266 2.155 1.209  0.100
H15 -3.378 1.045 2.071  0.120
H16 -1.732 -0.540 1.710  0.063
C6 -1.753 1.908 -3.162  -0.059
C7 -2.183 1.313 -1.815  -0.266
O5 -1.596 0.029 -1.575  -0.135
H17 -1.722 2.996 -3.127  0.076
H18 -2.522 1.681 -3.912  0.070
H19 -0.814 1.483 -3.499  0.061
H20 -3.273 1.233 -1.759  0.120
H21 -1.893 1.958 -0.990  0.089
H22 -2.117 -0.656 -1.997  0.114
C8 2.150 0.258 -3.042  -0.077
C9 2.462 -0.652 -1.871  -0.256
O6 1.266 -1.314 -1.370  -0.138
H23 1.466 1.058 -2.760  0.055
H24 1.753 -0.295 -3.894  0.079
H25 3.067 0.756 -3.381  0.084
H26 2.869 -0.095 -1.034  0.101
H27 3.150 -1.425 -2.220  0.118
H28 1.075 -2.039 -1.971  0.112

## Properties
E = -1755.118985 hartree
Net charge = 0
Frontier orbital gap (spin up / spin down) = 6.28 / 8.10 eV
E_LUMO (spin up / spin down) = 0.46 / 0.46 eV
ΔE to the lowest compared entry with this formula, charge and spin = 0.000 eV
⟨S²⟩ = 3.753
Strongest force on any atom = 0.0241 hartree/bohr
Multiplicity = 4